Entry 1:
Here is a molecular structure, C26H43N6O6RhS2Si2Te from OMol25. Energies are from ωB97M-V/def2-TZVPD.

<S²> ... 6.02
E_LUMO (alpha / beta) ... 0.127 / -2.071 eV
M ... 886.5 g mol⁻¹
Energy relative to the best compared isomer or geometry (same formula, charge and spin) ... 0.660 eV
Multiplicity ... 5
Orbital gap (alpha / beta) ... 8.080 / 6.520 eV

Each line ends with the Mulliken charge.
Element x y z (Å)
Rh: 0.11 -1.12 1.04  1.880
C: -3.66 5.13 0.30  -1.710
C: -3.12 3.91 0.98  0.858
C: -1.96 3.29 0.53  -0.838
C: -1.46 2.16 1.15  -0.056
C: -2.12 1.64 2.26  0.112
C: -3.27 2.26 2.74  -0.600
C: -3.76 3.38 2.10  -0.774
S: -1.45 0.23 3.09  1.321
O: -1.97 0.27 4.43  -0.779
O: 0.01 0.32 2.92  -0.502
N: -1.77 -1.10 2.28  -0.778
C: -3.06 -1.21 1.62  -1.047
C: -2.87 -1.16 0.10  0.223
O: -3.78 -1.47 -0.65  -0.717
O: -1.69 -0.78 -0.28  0.256
H: -3.04 5.42 -0.55  0.343
H: -3.71 5.98 0.98  0.401
H: -4.67 4.95 -0.07  0.379
H: -1.43 3.71 -0.32  0.570
H: -0.56 1.69 0.79  -0.290
H: -3.75 1.86 3.62  0.538
H: -4.66 3.85 2.47  0.426
H: -3.74 -0.40 1.89  0.424
H: -3.55 -2.14 1.89  0.365
O: 1.54 -2.09 2.37  -0.438
N: 0.73 -2.89 3.01  -0.497
C: 0.72 -2.79 4.30  1.166
C: -0.19 -3.66 4.98  -0.103
N: -0.92 -4.40 5.47  -0.535
C: 1.56 -1.89 5.04  -0.053
N: 2.24 -1.19 5.64  -0.561
C: 3.21 0.87 2.87  -1.326
C: 2.38 1.42 1.74  -0.367
O: 1.97 0.37 0.82  1.367
H: 3.39 1.65 3.61  0.506
H: 4.17 0.51 2.52  0.383
H: 2.68 0.06 3.37  -0.003
H: 2.95 2.15 1.15  0.436
H: 1.47 1.89 2.09  0.216
H: 2.68 -0.29 0.81  -1.032
C: 4.08 -1.59 0.01  -0.597
Si: 4.05 -0.78 -1.69  0.363
C: 5.38 -1.56 -2.76  -1.138
C: 4.38 1.06 -1.59  -0.785
C: 2.41 -1.16 -2.55  -0.699
Te: 0.48 -0.58 -1.84  -0.223
C: 0.76 1.53 -2.05  0.126
Si: -0.29 2.20 -3.46  0.152
C: -0.07 4.06 -3.52  -1.056
C: -2.09 1.75 -3.17  -0.709
C: 0.33 1.44 -5.05  -1.150
H: 4.53 -0.95 0.77  0.272
H: 4.69 -2.49 -0.02  0.418
H: 3.10 -1.90 0.38  -0.112
H: 6.38 -1.38 -2.34  0.294
H: 5.37 -1.15 -3.77  0.307
H: 5.24 -2.64 -2.83  0.313
H: 5.34 1.24 -1.11  0.378
H: 3.62 1.59 -1.02  0.013
H: 4.42 1.50 -2.59  0.380
H: 2.32 -2.25 -2.62  0.476
H: 2.43 -0.78 -3.58  0.473
H: 1.82 1.71 -2.20  0.120
H: 0.49 1.96 -1.08  -0.122
H: -0.41 4.54 -2.59  0.309
H: -0.64 4.50 -4.34  0.345
H: 0.98 4.33 -3.66  0.327
H: -2.51 2.28 -2.32  0.184
H: -2.22 0.68 -2.99  0.156
H: -2.68 2.01 -4.05  0.456
H: 1.37 1.69 -5.24  0.331
H: -0.26 1.81 -5.90  0.337
H: 0.24 0.35 -5.05  0.315
C: -2.54 -3.77 -1.75  -0.782
N: -2.30 -4.11 -0.35  0.261
C: -3.26 -4.55 0.54  -0.197
C: -2.67 -4.64 1.76  -0.800
N: -1.36 -4.26 1.58  0.351
C: -1.14 -3.94 0.29  -0.070
S: 0.35 -3.40 -0.34  -0.342
H: -3.47 -4.24 -2.06  0.290
H: -1.72 -4.15 -2.35  0.346
H: -2.63 -2.69 -1.84  0.214
H: -4.28 -4.72 0.24  0.417
H: -3.05 -4.92 2.72  0.474
H: -0.63 -4.10 2.28  0.418



Entry 2:
Here is 9 unconnected molecules or ions with the total composition C26H44Br16F10NO5PS3 at a distorted geometry from OMol25. Energies are from ωB97M-V/def2-TZVPD.

E_LUMO ... 0.168 eV
SMILES ... N#CO[C@@]1(CCC(F)(F)C(F)(F)S(F)(F)(F)(F)F)OS(=O)(=O)O[C@]1(CCCF)[PH2]=S.BrCCBr.BrCCBr.BrCCBr.BrCCBr.BrCCBr.BrCCBr.BrCCBr.BrCCBr
M ... 2046.3 g mol⁻¹
Multiplicity ... 1
Orbital gap ... 9.374 eV

Each line ends with the Mulliken charge.
Element x y z (Å)
N: 5.21 -0.12 6.63  -0.491
C: 5.30 0.32 5.54  0.590
O: 5.36 0.72 4.32  -0.463
C: 4.87 -0.24 3.37  0.422
C: 3.32 -0.11 3.34  -0.656
C: 2.50 -1.40 3.38  -0.792
C: 1.20 -1.26 4.15  0.410
F: 0.78 -2.48 4.51  -0.376
F: 1.46 -0.62 5.31  -0.345
C: 0.12 -0.41 3.40  0.526
F: -0.10 0.70 4.09  -0.309
F: 0.61 -0.01 2.23  -0.294
S: -1.56 -1.26 3.10  1.499
F: -0.84 -2.56 2.62  -0.279
F: -1.62 -1.74 4.58  -0.299
F: -2.35 0.05 3.50  -0.327
F: -1.60 -0.75 1.59  -0.332
F: -2.94 -1.97 2.84  -0.278
O: 5.31 0.32 2.13  0.158
S: 5.14 -0.86 1.00  1.263
O: 6.34 -0.84 0.26  -0.651
O: 4.00 -0.73 0.16  -0.603
O: 5.06 -2.07 2.04  -0.467
C: 5.52 -1.61 3.33  0.552
C: 7.09 -1.67 3.19  -2.001
C: 7.89 -0.46 3.68  0.271
C: 9.36 -0.62 3.33  -0.667
F: 9.61 0.01 2.13  -0.261
P: 5.21 -2.83 4.73  0.523
S: 4.76 -4.55 3.94  -0.404
H: 3.06 0.60 4.10  0.964
H: 3.08 0.40 2.42  0.053
H: 2.98 -2.27 3.81  0.119
H: 2.25 -1.68 2.37  0.597
H: 7.37 -1.88 2.17  0.403
H: 7.45 -2.51 3.76  0.766
H: 7.57 0.48 3.26  -0.015
H: 7.83 -0.42 4.76  0.113
H: 9.66 -1.65 3.28  0.316
H: 9.97 -0.11 4.07  0.331
H: 4.12 -2.30 5.42  0.137
H: 6.34 -2.84 5.56  0.218
Br: -3.51 -2.67 -4.21  -0.160
C: -3.68 -1.60 -2.59  -0.593
C: -2.56 -1.87 -1.63  -0.456
Br: -2.80 -3.57 -0.70  -0.144
H: -4.66 -1.82 -2.17  0.394
H: -3.65 -0.57 -2.93  0.334
H: -2.54 -1.12 -0.85  0.217
H: -1.59 -1.92 -2.11  0.411
Br: -5.42 1.24 -5.77  -0.113
C: -6.53 -0.04 -6.72  -0.506
C: -5.72 -1.17 -7.29  -0.225
Br: -4.74 -0.61 -8.88  -0.134
H: -7.07 0.52 -7.48  0.248
H: -7.24 -0.41 -5.98  0.300
H: -6.36 -1.98 -7.62  0.399
H: -4.99 -1.55 -6.58  0.060
Br: 10.71 3.46 0.94  -0.145
C: 9.27 3.29 -0.36  -0.650
C: 7.98 3.86 0.17  -0.677
Br: 7.16 2.65 1.46  -0.030
H: 9.19 2.24 -0.61  0.377
H: 9.60 3.86 -1.23  0.391
H: 7.25 3.97 -0.62  0.361
H: 8.11 4.81 0.67  0.431
Br: -4.27 5.45 -10.13  -0.169
C: -4.82 4.21 -8.74  -0.620
C: -5.23 2.88 -9.31  0.197
Br: -6.99 2.95 -10.13  -0.136
H: -5.62 4.69 -8.19  0.387
H: -3.95 4.09 -8.09  0.376
H: -5.31 2.14 -8.51  -0.521
H: -4.54 2.51 -10.06  0.428
Br: -9.66 2.45 -7.53  -0.144
C: -10.67 1.17 -6.46  -0.727
C: -10.73 1.51 -5.00  0.084
Br: -9.06 1.12 -4.09  -0.146
H: -10.22 0.20 -6.65  0.385
H: -11.68 1.18 -6.88  0.385
H: -11.48 0.90 -4.51  -0.240
H: -10.94 2.56 -4.82  0.423
Br: 2.86 2.32 0.42  -0.109
C: 3.54 3.85 1.41  -0.115
C: 2.83 5.12 1.04  -0.679
Br: 3.41 5.80 -0.69  -0.170
H: 4.61 3.90 1.21  -0.041
H: 3.38 3.62 2.45  0.271
H: 3.06 5.91 1.75  0.412
H: 1.75 5.00 0.97  0.402
Br: -13.70 0.30 -3.01  -0.133
C: -14.78 -1.06 -3.88  -0.576
C: -13.92 -2.21 -4.36  -0.584
Br: -12.93 -1.73 -5.97  -0.128
H: -15.31 -0.57 -4.69  0.372
H: -15.48 -1.40 -3.13  0.340
H: -14.54 -3.05 -4.64  0.348
H: -13.19 -2.52 -3.62  0.373
Br: 7.52 -1.89 8.48  -0.137
C: 6.57 -3.08 9.70  -0.530
C: 6.14 -4.34 9.01  -0.653
Br: 4.59 -4.03 7.86  -0.086
H: 5.74 -2.51 10.11  0.367
H: 7.28 -3.30 10.49  0.349
H: 5.82 -5.09 9.73  0.356
H: 6.92 -4.75 8.38  0.380



Entry 3:
Here is a molecular structure, C26H44BrIrN3P2S at a distorted geometry from OMol25. Energies are from ωB97M-V/def2-TZVPD.

<S²> ... 8.84
E_LUMO (alpha / beta) ... -10.642 / -13.734 eV
M ... 764.8 g mol⁻¹
Energy relative to the best compared isomer or geometry (same formula, charge and spin) ... 0.000 eV
Net charge ... +4
Multiplicity ... 6
Orbital gap (alpha / beta) ... 6.599 / 5.038 eV

Each line ends with the Mulliken charge.
Element x y z (Å)
N: -7.23 5.72 -5.36  -0.397
C: -6.86 6.31 -4.22  -0.253
C: -6.10 5.65 -3.25  -0.129
C: -5.68 4.31 -3.47  0.245
C: -6.09 3.72 -4.68  -0.110
C: -6.87 4.47 -5.59  -0.227
C: -4.88 3.61 -2.44  -0.553
Ir: -0.02 -0.04 1.36  0.328
P: 6.18 -0.94 0.48  0.389
C: -3.68 3.02 -2.65  -0.243
C: -2.86 2.34 -1.65  1.064
C: -1.74 1.57 -2.07  -0.669
C: -0.92 0.90 -1.19  -0.898
C: -1.21 1.00 0.18  0.670
C: -2.31 1.73 0.66  -0.877
C: -3.11 2.38 -0.26  -0.615
Br: 1.72 -1.36 3.16  -0.201
H: -5.32 3.62 -1.44  0.426
H: -3.25 3.04 -3.66  0.427
H: -5.81 6.17 -2.34  0.472
H: -5.83 2.69 -4.93  0.475
H: -7.17 7.34 -4.06  0.404
H: -7.19 4.01 -6.53  0.398
H: -1.53 1.52 -3.14  0.406
H: -3.96 2.96 0.11  0.314
H: -0.06 0.33 -1.54  0.688
H: -2.51 1.77 1.72  0.414
P: -0.47 -2.03 0.53  0.580
C: 5.62 0.84 0.61  -0.490
C: 6.68 1.86 0.16  -1.160
H: 5.30 1.04 1.64  0.497
H: 4.73 0.91 -0.03  0.306
H: 6.50 2.83 0.62  0.356
H: 7.69 1.54 0.43  0.357
H: 6.65 2.00 -0.93  0.325
C: 5.34 -1.36 -1.14  0.091
C: 5.99 -2.53 -1.91  -1.201
H: 5.39 -0.45 -1.74  0.461
H: 4.29 -1.57 -0.93  -0.246
H: 5.70 -2.49 -2.96  0.374
H: 7.08 -2.48 -1.85  0.374
H: 5.67 -3.49 -1.52  0.337
C: 5.04 -1.72 1.72  -0.029
C: 5.71 -2.10 3.05  -1.220
H: 4.56 -2.60 1.27  0.465
H: 4.25 -0.98 1.91  -0.116
H: 5.15 -2.88 3.57  0.349
H: 6.74 -2.46 2.91  0.421
H: 5.76 -1.23 3.72  0.329
C: -0.40 -3.43 1.75  -0.122
C: -1.54 -4.44 1.79  -1.318
H: -0.32 -2.92 2.72  0.004
H: 0.57 -3.93 1.59  0.596
H: -2.47 -3.98 2.15  0.308
H: -1.74 -4.90 0.82  0.332
H: -1.30 -5.25 2.49  0.422
C: 0.65 -2.54 -0.88  -0.143
C: 0.10 -2.53 -2.31  -1.337
H: 1.01 -3.55 -0.62  0.584
H: 1.54 -1.88 -0.80  -0.073
H: -0.38 -3.49 -2.56  0.402
H: -0.64 -1.73 -2.48  0.290
H: 0.91 -2.38 -3.03  0.358
C: -2.18 -1.96 -0.17  -0.644
C: -3.31 -1.46 0.75  -1.299
H: -2.40 -2.98 -0.51  0.728
H: -2.09 -1.34 -1.07  0.243
H: -4.06 -0.89 0.18  0.336
H: -3.84 -2.28 1.24  0.379
H: -2.92 -0.80 1.53  0.241
N: -0.58 -1.04 5.89  -0.270
C: -0.02 0.01 5.32  0.703
N: 0.57 1.04 5.89  -0.300
S: -0.18 0.14 3.53  -0.381
H: -0.61 -1.08 6.86  0.225
H: -1.01 -1.80 5.38  0.186
H: 0.99 1.81 5.37  0.208
H: 0.59 1.09 6.86  0.234